Record 1
Density functional theory data (the ωB97M-V functional and the def2-TZVPD basis) for a 6-piece molecular cluster, C27H32F5NO18 overall.

Calculated total energy: -2956.49419 Eh
Kohn-Sham gap: 8.718 eV
Multiplicity: 1
SMILES: C=CCC1=C(CCCCCN)C(=O)OC1=O.O=C1OC[C@@H](F)O1.O=C1OC[C@@H](F)O1.O=C1OC[C@@H](F)O1.O=C1OC[C@@H](F)O1.O=C1OC[C@@H](F)O1

Last column: Mulliken charge in e.
Cartesian coordinates (Å):
C (-7.060, -3.161, 1.133)  -0.70
C (-6.794, -2.376, 2.167)  -0.40
C (-5.926, -1.136, 2.221)  -0.35
C (-4.543, -1.183, 1.643)  0.41
C (-3.422, -0.775, 2.244)  0.32
C (-3.177, -0.150, 3.567)  -1.20
C (-2.756, 1.335, 3.392)  -0.76
C (-3.849, 2.319, 3.844)  -0.49
C (-3.943, 3.579, 2.969)  -0.62
C (-5.160, 3.583, 2.049)  -0.84
N (-6.414, 3.325, 2.784)  -0.54
C (-2.280, -1.026, 1.322)  0.49
O (-1.118, -0.817, 1.490)  -0.52
O (-2.769, -1.573, 0.164)  -0.34
C (-4.154, -1.666, 0.282)  0.36
O (-4.806, -2.046, -0.632)  -0.55
H (-6.413, -3.309, 0.282)  0.23
H (-7.967, -3.754, 1.161)  0.26
H (-7.284, -2.612, 3.105)  0.31
H (-6.483, -0.295, 1.799)  0.34
H (-5.789, -0.891, 3.274)  0.26
H (-4.082, -0.181, 4.172)  0.56
H (-2.397, -0.696, 4.099)  0.37
H (-1.830, 1.534, 3.928)  0.39
H (-2.540, 1.525, 2.338)  0.48
H (-3.631, 2.622, 4.870)  0.27
H (-4.817, 1.815, 3.876)  0.49
H (-4.001, 4.467, 3.597)  0.23
H (-3.054, 3.681, 2.344)  0.49
H (-5.220, 4.561, 1.560)  0.37
H (-5.050, 2.842, 1.250)  0.24
H (-6.284, 3.571, 3.759)  0.20
H (-7.148, 3.929, 2.439)  0.27
O (4.619, -2.774, 3.414)  -0.50
C (3.766, -2.613, 2.612)  0.55
O (2.438, -2.700, 2.849)  -0.34
C (1.735, -2.297, 1.668)  -0.31
C (2.778, -2.534, 0.597)  0.38
F (2.689, -1.640, -0.423)  -0.36
O (3.987, -2.320, 1.292)  -0.21
H (1.473, -1.242, 1.736)  0.24
H (0.831, -2.883, 1.539)  0.22
H (2.780, -3.542, 0.176)  0.28
O (5.623, -4.160, -4.477)  -0.57
C (4.907, -3.242, -4.248)  0.72
O (3.702, -3.330, -3.650)  -0.37
C (3.210, -1.997, -3.426)  0.30
C (3.975, -1.211, -4.468)  0.65
F (4.252, 0.050, -4.074)  -0.30
O (5.189, -1.948, -4.572)  -0.34
H (3.460, -1.690, -2.416)  -0.30
H (2.134, -1.955, -3.567)  0.39
H (3.493, -1.173, -5.446)  -0.13
O (9.468, -0.025, -0.253)  -0.49
C (8.505, -0.576, -0.658)  0.52
O (8.384, -1.917, -0.821)  -0.36
C (7.033, -2.206, -1.184)  -0.20
C (6.580, -0.884, -1.768)  0.49
F (5.262, -0.648, -1.531)  -0.28
O (7.352, 0.048, -1.042)  -0.37
H (6.457, -2.451, -0.289)  0.18
H (6.994, -3.033, -1.889)  0.25
H (6.776, -0.767, -2.834)  0.21
O (-1.526, 5.041, 4.243)  -0.44
C (-1.562, 6.193, 3.981)  0.64
O (-0.500, 7.032, 3.995)  -0.34
C (-0.915, 8.297, 3.476)  -0.43
C (-2.411, 8.257, 3.713)  0.28
F (-3.105, 8.916, 2.757)  -0.28
O (-2.692, 6.874, 3.626)  -0.27
H (-0.695, 8.345, 2.409)  0.28
H (-0.410, 9.106, 3.994)  0.27
H (-2.727, 8.624, 4.691)  0.28
O (1.967, -1.083, -7.685)  -0.51
C (2.339, -2.205, -7.762)  0.71
O (1.950, -3.203, -6.929)  -0.34
C (2.514, -4.430, -7.406)  -0.41
C (3.693, -3.937, -8.220)  0.38
F (3.946, -4.723, -9.289)  -0.29
O (3.242, -2.668, -8.665)  -0.32
H (1.790, -4.940, -8.043)  0.30
H (2.793, -5.071, -6.574)  0.28
H (4.616, -3.808, -7.650)  0.23


Record 2
Density functional theory data (the ωB97M-V functional and the def2-TZVPD basis) for a 15-piece molecular cluster, C32H57BrN15O4P3SSi overall at a distorted geometry.

Calculated total energy: -6661.62098 Eh
Kohn-Sham gap: 7.473 eV
Multiplicity: 1

Last column: Mulliken charge in e.
Cartesian coordinates (Å):
N (4.020, -0.638, -3.869)  -0.64
C (3.530, 0.741, -3.703)  -1.03
C (2.598, 0.950, -2.512)  0.07
C (1.206, 0.340, -2.681)  -0.34
C (0.470, 0.101, -1.349)  -1.03
Si (0.108, 1.664, -0.350)  -0.28
S (-1.504, 1.232, 0.963)  0.07
P (2.007, 2.138, 0.719)  0.04
P (1.632, 3.463, 2.373)  0.80
O (0.726, 4.560, 2.038)  -0.61
O (3.086, 4.022, 2.803)  -0.45
O (1.178, 2.582, 3.647)  -0.47
P (-0.543, 3.246, -1.852)  0.32
O (-1.758, 4.095, -1.185)  -0.30
Br (1.099, 4.788, -2.115)  -0.30
H (3.246, -1.211, -4.187)  0.30
H (4.285, -0.973, -2.949)  0.27
H (4.425, 1.338, -3.503)  0.38
H (3.108, 1.118, -4.635)  0.39
H (2.514, 2.028, -2.332)  -0.04
H (3.064, 0.544, -1.607)  0.23
H (0.593, 0.927, -3.366)  0.16
H (1.346, -0.646, -3.140)  0.38
H (1.139, -0.481, -0.706)  0.64
H (-0.469, -0.417, -1.521)  0.50
H (-2.495, 0.824, 0.155)  0.03
H (2.442, 0.944, 1.329)  0.08
H (3.672, 3.256, 2.919)  0.25
H (1.664, 2.899, 4.419)  0.31
H (-2.080, 4.735, -1.837)  0.19
C (-0.485, -2.807, 4.025)  -0.85
C (-1.018, -1.716, 3.220)  0.31
N (-1.424, -0.850, 2.582)  -0.30
H (0.472, -2.517, 4.454)  0.24
H (-1.181, -3.045, 4.827)  0.28
H (-0.343, -3.690, 3.403)  0.28
C (-3.963, 7.882, -2.450)  -0.80
C (-3.583, 6.701, -3.216)  0.42
N (-3.283, 5.775, -3.825)  -0.44
H (-5.034, 7.866, -2.257)  0.30
H (-3.428, 7.894, -1.503)  0.28
H (-3.710, 8.782, -3.008)  0.28
C (-5.440, -0.773, 0.724)  -0.43
C (-4.923, -1.181, -0.576)  0.14
N (-4.502, -1.500, -1.595)  -0.38
H (-6.402, -1.250, 0.903)  0.31
H (-4.745, -1.069, 1.508)  0.17
H (-5.569, 0.308, 0.754)  0.17
C (-3.756, -4.741, -3.204)  -0.21
C (-3.219, -5.148, -4.497)  0.24
N (-2.793, -5.478, -5.511)  -0.46
H (-4.709, -5.227, -3.026)  -0.07
H (-3.066, -5.021, -2.409)  0.31
H (-3.899, -3.660, -3.183)  0.19
C (7.089, 4.425, 2.061)  -0.76
C (6.603, 3.276, 2.813)  0.42
N (6.196, 2.377, 3.401)  -0.47
H (8.019, 4.171, 1.557)  0.30
H (6.347, 4.715, 1.319)  0.27
H (7.264, 5.260, 2.737)  0.28
C (-2.324, 1.142, -5.671)  -0.91
C (-2.212, 0.776, -4.267)  0.31
N (-2.122, 0.508, -3.156)  -0.23
H (-3.107, 0.553, -6.146)  0.32
H (-2.570, 2.200, -5.754)  0.25
H (-1.380, 0.954, -6.178)  0.29
C (1.269, 8.867, -1.876)  -0.47
C (0.021, 9.601, -2.041)  0.30
N (-0.970, 10.166, -2.167)  -0.39
H (1.858, 9.305, -1.072)  0.27
H (1.044, 7.830, -1.632)  0.01
H (1.844, 8.899, -2.799)  0.26
C (-8.118, -4.860, -2.639)  -0.79
C (-6.944, -5.339, -1.921)  0.45
N (-6.012, -5.706, -1.361)  -0.45
H (-7.986, -5.015, -3.708)  0.28
H (-9.001, -5.402, -2.306)  0.30
H (-8.257, -3.798, -2.448)  0.26
C (-4.074, 1.898, 4.111)  -0.59
C (-5.168, 2.044, 3.164)  0.39
N (-6.018, 2.151, 2.399)  -0.53
H (-3.419, 1.090, 3.783)  0.07
H (-3.499, 2.821, 4.168)  0.34
H (-4.468, 1.658, 5.096)  0.33
C (7.531, -1.214, 2.476)  -0.59
C (6.478, -1.108, 1.475)  0.39
N (5.648, -1.023, 0.688)  -0.43
H (8.222, -2.010, 2.202)  0.20
H (8.077, -0.275, 2.542)  0.30
H (7.096, -1.443, 3.445)  0.08
C (-7.891, -0.956, 4.066)  -0.91
C (-6.447, -1.125, 4.165)  0.39
N (-5.310, -1.259, 4.240)  -0.38
H (-8.279, -0.540, 4.994)  0.33
H (-8.123, -0.276, 3.247)  0.28
H (-8.364, -1.919, 3.882)  0.31
C (5.144, -3.233, 6.210)  -0.93
C (5.659, -3.650, 4.912)  0.42
N (6.064, -3.978, 3.890)  -0.42
H (4.166, -3.680, 6.379)  0.28
H (5.824, -3.555, 6.996)  0.28
H (5.051, -2.149, 6.239)  0.29
C (-0.733, -7.811, -3.306)  -0.58
C (-0.658, -8.052, -1.870)  0.32
N (-0.599, -8.238, -0.739)  -0.38
H (-1.408, -8.528, -3.769)  0.25
H (-1.104, -6.806, -3.496)  0.07
H (0.255, -7.914, -3.750)  0.28
C (7.761, -4.924, 1.156)  -0.36
C (9.207, -4.921, 1.334)  0.36
N (10.345, -4.915, 1.485)  -0.42
H (7.280, -4.549, 2.059)  -0.04
H (7.492, -4.286, 0.315)  0.25
H (7.411, -5.935, 0.959)  0.31


Record 3
Density functional theory data (the ωB97M-V functional and the def2-TZVPD basis) for C30H18Cl4N7O2ReS2 as an isolated structure at a distorted geometry.

Calculated total energy: -4402.62415 Eh
Energy relative to the best compared isomer or geometry (same formula, charge and spin): 493.0 kcal per mole
Kohn-Sham gap (alpha / beta): 6.141 / 5.566 eV
Charge: -1
Multiplicity: 2

Last column: natural (NBO) charge in e.
Cartesian coordinates (Å):
Re (1.727, -0.264, 1.466)  0.68
C (-4.760, -3.184, -2.183)  -0.65
C (-4.007, -2.121, -1.464)  -0.20
C (-3.944, -0.780, -1.723)  -0.15
C (-2.898, 0.128, -1.494)  -0.42
C (-1.697, -0.364, -1.002)  0.24
N (-0.638, 0.398, -0.484)  -0.12
C (0.061, 1.382, -1.232)  0.09
C (0.153, 1.327, -2.612)  -0.18
C (0.923, 2.252, -3.298)  -0.21
C (1.641, 3.227, -2.616)  0.00
C (2.548, 4.186, -3.333)  -0.63
C (1.537, 3.277, -1.230)  -0.16
C (0.750, 2.375, -0.536)  0.17
N (0.642, 2.575, 0.880)  -0.18
C (0.214, 3.735, 1.429)  -0.01
C (0.486, 3.692, 2.771)  -0.33
C (1.107, 2.451, 2.968)  -0.01
N (1.198, 1.777, 1.831)  -0.22
C (-1.470, -1.672, -0.664)  -0.45
C (-3.220, -2.237, 1.120)  -0.63
N (-0.657, -1.897, 1.656)  -0.33
C (-2.076, -1.991, 2.118)  -0.11
C (-2.274, -0.656, 2.792)  -0.30
C (-1.075, -0.080, 2.919)  0.00
N (-0.026, -0.759, 2.323)  -0.43
H (-4.111, -3.785, -2.823)  0.24
H (-5.477, -2.667, -2.825)  0.23
H (-5.313, -3.859, -1.529)  0.22
H (-4.844, -0.387, -2.187)  0.22
H (-3.026, 1.182, -1.685)  0.23
H (-0.373, 0.539, -3.138)  0.23
H (0.992, 2.194, -4.377)  0.21
H (2.488, 4.054, -4.412)  0.21
H (3.583, 4.028, -3.024)  0.24
H (2.292, 5.220, -3.099)  0.22
H (2.108, 4.007, -0.668)  0.23
H (-0.238, 4.491, 0.810)  0.23
H (0.273, 4.446, 3.508)  0.23
H (1.493, 2.002, 3.868)  0.25
H (-3.786, -3.174, 1.156)  0.20
H (-2.112, -2.790, 2.867)  0.20
H (-3.215, -0.309, 3.183)  0.22
H (-0.854, 0.845, 3.429)  0.21
S (3.324, 0.002, 3.145)  0.05
C (4.296, 1.287, 2.499)  -0.31
C (5.168, 1.980, 3.399)  0.28
N (5.867, 2.523, 4.135)  -0.34
C (4.293, 1.576, 1.162)  -0.34
S (3.351, 0.626, 0.050)  0.01
C (5.117, 2.603, 0.606)  0.29
N (5.749, 3.424, 0.101)  -0.36
Cl (-2.083, -6.551, -1.672)  -0.07
C (-1.345, -5.067, -0.944)  -0.03
C (0.055, -5.135, -0.724)  -0.09
Cl (0.802, -6.631, -1.223)  0.02
C (0.966, -4.187, -0.174)  -0.20
Cl (2.555, -4.807, 0.234)  0.01
C (0.872, -2.845, 0.238)  0.48
O (1.834, -2.313, 0.887)  -0.63
C (-0.296, -1.857, 0.206)  0.31
O (0.378, -0.621, -0.169)  -0.38
C (-2.292, -4.113, -0.867)  -0.65
Cl (-2.735, -2.704, -0.346)  1.50


Record 4
Density functional theory data (the ωB97M-V functional and the def2-TZVPD basis) for C8H23BeN10O14 as an isolated structure at a distorted geometry.

Calculated total energy: -1934.58224 Eh
Energy relative to the best compared isomer or geometry (same formula, charge and spin): 3.3 kcal per mole
Kohn-Sham gap: 5.965 eV
Charge: -1
Multiplicity: 1

Last column: natural (NBO) charge in e.
Cartesian coordinates (Å):
Be (2.681, 1.692, 11.556)  1.68
O (3.396, 2.765, 7.839)  -0.74
C (2.301, 2.003, 8.042)  0.95
O (1.511, 1.747, 7.097)  -0.76
O (2.046, 1.549, 9.197)  -0.85
H (3.500, 3.177, 8.710)  0.49
O (4.375, -2.683, 12.692)  -0.78
C (3.148, -2.025, 12.826)  0.96
O (2.206, -2.637, 13.357)  -0.78
O (3.116, -0.881, 12.316)  -0.79
H (4.146, -3.482, 13.197)  0.49
O (1.991, 4.793, 9.145)  -0.76
C (1.145, 4.678, 10.207)  0.95
O (0.219, 5.536, 10.260)  -0.81
O (1.187, 3.747, 11.038)  -0.77
H (1.609, 5.561, 8.692)  0.50
C (5.275, -0.096, 9.903)  0.80
O (4.532, 0.760, 10.365)  -0.68
N (6.188, 0.233, 8.970)  -0.83
N (5.312, -1.433, 10.195)  -0.85
H (6.848, -0.416, 8.592)  0.37
H (6.354, 1.214, 8.818)  0.41
H (6.011, -2.052, 9.827)  0.37
H (5.010, -1.767, 11.096)  0.43
C (1.585, 2.261, 14.975)  0.78
O (1.874, 2.503, 13.803)  -0.66
N (2.275, 1.406, 15.740)  -0.85
N (0.426, 2.681, 15.526)  -0.83
H (2.982, 0.855, 15.280)  0.42
H (2.275, 1.416, 16.742)  0.38
H (-0.303, 3.068, 14.954)  0.42
H (0.211, 2.411, 16.466)  0.37
C (4.978, 4.465, 10.923)  0.79
O (4.260, 3.536, 11.288)  -0.69
N (6.101, 4.778, 11.620)  -0.85
N (4.741, 5.277, 9.875)  -0.85
H (6.420, 4.069, 12.258)  0.40
H (6.773, 5.471, 11.349)  0.38
H (3.825, 5.171, 9.443)  0.45
H (5.398, 5.947, 9.529)  0.38
C (5.204, 1.031, 14.098)  0.77
O (4.304, 1.557, 13.463)  -0.66
N (5.812, 1.507, 15.219)  -0.86
N (5.757, -0.131, 13.652)  -0.86
H (5.557, 2.385, 15.635)  0.41
H (6.621, 1.063, 15.607)  0.38
H (5.211, -0.570, 12.920)  0.45
H (6.651, -0.405, 14.008)  0.37
C (-0.362, 0.063, 13.119)  0.79
O (0.309, 0.688, 12.325)  -0.65
N (-1.554, 0.565, 13.664)  -0.88
N (-0.036, -1.082, 13.732)  -0.85
H (-2.022, 1.378, 13.302)  0.40
H (-2.132, 0.068, 14.313)  0.37
H (-0.673, -1.536, 14.354)  0.36
H (0.848, -1.564, 13.564)  0.45